# C28H109N4O34PS2

A 32-piece molecular cluster, C28H109N4O34PS2 overall in a non-equilibrium geometry (wB97M-V/def2-TZVPD, OMol25).

Positions of all 178 atoms, in Å:
1 C -5.38919 -0.85672 -4.01717
2 C -5.68007 -0.30416 -2.52141
3 N -5.30024 -1.26673 -1.44048
4 C -5.94342 -0.88715 -0.13203
5 C -5.23428 0.33631 0.63479
6 C -3.84599 -1.34639 -1.23802
7 S -3.25348 -2.41818 -0.05402
8 S -2.56340 -0.39850 -2.17589
9 C -2.65061 1.41333 -1.76607
10 C -1.28450 2.09198 -2.32497
11 C -0.25223 2.37998 -1.13009
12 C 0.26400 0.99828 -0.46519
13 N 1.12706 0.20182 -1.26417
14 C 1.57740 -0.99352 -0.60262
15 C 2.58438 -1.90588 -1.41901
16 O 2.94666 -1.47886 -2.72086
17 C 2.64341 -2.45747 -3.75095
18 C 1.29483 -3.29334 -3.54218
19 C 1.18692 -4.28522 -4.83894
20 C -0.05791 -2.41595 -3.52414
21 C -1.25397 -3.39940 -2.99815
22 C -0.42388 -1.69221 -4.91950
23 C 3.16355 -3.20444 -0.74849
24 P 4.42290 -4.33348 -1.62098
25 N 5.58164 -3.40792 -2.24178
26 C 2.70159 -3.62614 0.72349
27 C 3.18966 -4.94001 1.52093
28 C 2.01977 -5.60827 2.42906
29 C 1.90329 -7.21388 2.17462
30 O 2.27948 -5.30439 3.84555
31 C 1.71087 -2.69236 1.45161
32 C 1.12459 -1.34919 0.83511
33 N 0.24714 -0.59354 1.69423
34 C -0.13040 0.58506 0.98662
35 C -1.08677 1.62184 1.78841
36 C -0.22946 2.56045 2.79330
37 C 0.59788 3.73225 2.01954
38 O 0.70091 1.80204 3.62780
39 H -6.34773 -0.84003 -4.65243
40 H -4.92005 -1.91324 -3.97509
41 H -4.61935 -0.20745 -4.58033
42 H -6.82733 -0.17028 -2.45423
43 H -5.21922 0.73272 -2.38198
44 H -7.03970 -0.61703 -0.33171
45 H -5.97169 -1.76996 0.60554
46 H -4.34427 -0.04723 1.26976
47 H -4.81248 1.15240 -0.04572
48 H -6.00960 0.75282 1.38614
49 H -2.74202 1.64349 -0.65038
50 H -3.51585 1.95647 -2.30917
51 H -1.59331 3.12730 -2.74273
52 H -0.82190 1.42049 -3.14337
53 H -0.60507 3.14844 -0.36627
54 H 0.69180 2.83797 -1.62335
55 H 2.50479 -1.85591 -4.73291
56 H 3.56479 -3.13325 -3.95572
57 H 1.32327 -4.02053 -2.64039
58 H 2.17165 -4.90113 -4.81307
59 H 1.20090 -3.72043 -5.82939
60 H 0.34457 -5.05319 -4.73672
61 H -0.01822 -1.56870 -2.73423
62 H -2.26114 -3.16773 -3.48381
63 H -1.28543 -3.27199 -1.84717
64 H -1.02769 -4.50621 -3.18080
65 H 0.32857 -0.88977 -5.24867
66 H -0.60144 -2.40654 -5.79946
67 H -1.43018 -1.13791 -4.76440
68 H 3.68908 -5.08598 -2.62046
69 H 4.99359 -5.32340 -0.73909
70 H 5.35078 -2.43648 -1.97437
71 H 4.08895 -4.70510 2.21487
72 H 3.54035 -5.78242 0.80859
73 H 0.97594 -5.18773 2.20335
74 H 1.16378 -7.32699 1.30107
75 H 2.96487 -7.55953 1.91888
76 H 1.46985 -7.70646 3.10710
77 H 2.73018 -4.42564 3.91206
78 H 1.38867 -2.98023 2.52042
79 H -1.75795 0.97788 2.46615
80 H -1.77154 2.21768 1.10048
81 H -0.94066 3.09440 3.51671
82 H 1.38826 3.21749 1.35169
83 H 1.16085 4.38751 2.77018
84 H -0.08517 4.44196 1.42729
85 H 1.57389 2.24505 3.47762
86 O 5.69828 -1.95751 1.54803
87 H 5.01763 -2.56940 1.23861
88 H 5.19801 -1.22238 1.92609
89 O 5.78142 -6.95299 0.95978
90 H 6.59802 -7.09276 0.46057
91 H 6.00917 -7.23105 1.85758
92 O 7.56047 -4.92157 2.32601
93 H 6.96264 -5.60813 1.99556
94 H 7.20218 -4.10207 1.95722
95 O -2.40658 4.59888 1.73077
96 H -2.68914 5.03349 2.54696
97 H -1.92376 5.28638 1.25632
98 O -1.01962 -3.99782 -7.28299
99 H -0.69242 -4.67880 -6.68099
100 H -0.27945 -3.83960 -7.88267
101 O -8.55396 -2.10106 0.77146
102 H -9.48102 -1.94344 0.55280
103 H -8.57943 -2.41942 1.68308
104 O -2.21021 1.10993 -6.37963
105 H -1.39920 0.98203 -6.88841
106 H -1.97659 0.81421 -5.49010
107 O -4.16197 6.68054 2.64081
108 H -4.84454 6.06678 2.33884
109 H -4.66098 7.42418 3.00134
110 O 1.28530 -10.34989 2.19443
111 H 0.68245 -11.06368 2.43814
112 H 2.02783 -10.45378 2.80237
113 O -3.98298 -3.87351 -6.97494
114 H -3.16742 -4.00114 -7.47944
115 H -3.75383 -4.16439 -6.08392
116 O -1.80173 8.63300 3.20489
117 H -2.48537 8.01866 2.90381
118 H -2.29941 9.37865 3.56669
119 O -2.27438 -1.01277 4.08532
120 H -1.95603 -1.68355 4.70163
121 H -1.52577 -0.86907 3.48862
122 O 8.80446 -1.95592 -1.55569
123 H 8.11867 -2.56854 -1.85744
124 H 8.30880 -1.21947 -1.17556
125 O -1.02971 6.87686 5.73454
126 H -0.54032 7.50128 6.28851
127 H -1.48749 7.43977 5.09628
128 O 7.83998 0.66824 -2.80524
129 H 8.15543 1.47841 -3.22412
130 H 7.95269 -0.00707 -3.48634
131 O -0.71642 -8.74918 -0.41715
132 H -0.39932 -9.41838 0.20429
133 H 0.03141 -8.60943 -1.01076
134 O 2.88578 3.78312 -1.97161
135 H 3.55153 4.26567 -2.48352
136 H 3.03363 2.85881 -2.21016
137 O 5.71071 4.35310 -2.24164
138 H 5.51154 4.66853 -1.34855
139 H 6.18193 3.52382 -2.09572
140 O -6.51078 6.49296 0.74148
141 H -6.95770 7.18426 0.23773
142 H -6.88934 5.67275 0.39957
143 O 6.36037 -5.75649 5.11327
144 H 6.74803 -5.72178 4.22892
145 H 6.47229 -4.85995 5.45161
146 O -5.51692 3.95482 -2.83062
147 H -4.82580 4.51134 -2.44974
148 H -5.09060 3.54028 -3.59155
149 O -0.68592 9.29675 7.66185
150 H -1.60781 9.45991 7.43156
151 H -0.72777 8.96610 8.57084
152 O -5.27129 -2.24889 2.84902
153 H -4.56747 -1.69726 3.21662
154 H -4.86111 -2.66910 2.07957
155 O -7.40617 -4.70594 -7.28652
156 H -6.71611 -4.16589 -6.87977
157 H -6.97148 -5.09974 -8.05243
158 O 7.44344 -0.42446 3.54697
159 H 7.35956 -1.02018 2.79322
160 H 8.24083 -0.72766 3.99786
161 O -1.80671 11.36146 4.66180
162 H -1.40938 11.38586 3.78156
163 H -1.69392 12.26017 4.99460
164 O 5.97669 4.33949 0.66230
165 H 5.36792 3.62973 0.90707
166 H 6.71732 4.23201 1.27211
167 O -3.03753 10.01423 9.26072
168 H -2.54692 10.63581 9.81335
169 H -3.49461 10.57797 8.62386
170 O 3.43719 4.95840 2.22916
171 H 3.83291 4.98208 1.34868
172 H 3.55606 5.85640 2.56288
173 O -0.79541 8.62632 10.60176
174 H -1.40339 7.91775 10.84878
175 H -0.05389 8.52161 11.21109
176 O -1.78657 3.68912 -7.79326
177 H -2.38261 2.96422 -7.55887
178 H -1.03481 3.57329 -7.20026

HOMO energy in eV: -8.260
Multiplicity: 1
Orbital gap in eV: 7.2
Max |F| in eV/A: 6.485